{
  "formula": "C28H27GaI2N4OSTe",
  "method": "ωB97M-V/def2-TZVPD",
  "total_energy_ev": -124173.2501,
  "homo_lumo_gap_ev": 5.106,
  "e_lumo_ev": -6.35,
  "total_charge": 2,
  "species": ["Ga", "I", "C", "C", "C", "I", "C", "O", "C", "C", "N", "C", "C", "C", "C", "C", "C", "N", "C", "H", "H", "H", "H", "H", "H", "H", "H", "H", "H", "H", "Te", "C", "C", "C", "C", "C", "C", "C", "C", "C", "C", "C", "C", "H", "H", "H", "H", "H", "H", "H", "H", "H", "H", "S", "C", "N", "C", "C", "N", "H", "H", "H", "H", "H", "H"],
  "coordinates": [[-1.315, -10.263, -12.853], [-7.928, -7.268, -12.967], [-5.953, -7.584, -13.500], [-4.979, -6.525, -13.440], [-3.648, -6.819, -13.469], [-2.306, -5.241, -13.842], [-3.292, -8.237, -13.453], [-2.048, -8.499, -12.949], [-4.202, -9.264, -13.704], [-3.958, -10.733, -13.831], [-3.054, -11.233, -12.712], [-3.536, -11.036, -11.283], [-2.348, -10.789, -10.370], [-2.364, -10.759, -8.960], [-1.153, -10.594, -8.310], [-0.034, -10.061, -8.964], [-0.053, -10.007, -10.352], [-1.147, -10.565, -10.989], [-5.586, -8.880, -13.730], [-5.415, -5.513, -13.498], [-3.560, -11.096, -14.761], [-4.905, -11.286, -13.838], [-3.013, -12.268, -12.842], [-4.095, -11.882, -10.918], [-4.227, -10.170, -11.223], [-3.279, -10.998, -8.433], [-1.083, -10.963, -7.294], [0.850, -9.783, -8.383], [0.734, -9.650, -11.005], [-6.390, -9.626, -13.861], [-2.357, -9.549, -18.634], [-1.715, -10.710, -20.320], [-1.303, -12.004, -20.123], [-0.637, -12.721, -21.127], [-0.677, -12.224, -22.438], [-1.348, -11.049, -22.678], [-1.772, -10.227, -21.653], [-4.465, -9.302, -19.100], [-5.162, -10.057, -20.075], [-6.520, -9.807, -20.347], [-7.261, -8.955, -19.504], [-6.601, -8.250, -18.489], [-5.214, -8.382, -18.325], [-1.409, -12.448, -19.103], [-0.239, -13.705, -20.859], [-0.153, -12.689, -23.250], [-1.440, -10.704, -23.728], [-2.133, -9.224, -21.869], [-4.610, -10.834, -20.629], [-7.006, -10.244, -21.232], [-8.314, -8.798, -19.715], [-7.099, -7.514, -17.889], [-4.736, -7.732, -17.558], [-0.186, -11.441, -14.534], [1.277, -10.526, -14.907], [2.462, -11.107, -15.183], [3.443, -10.079, -15.743], [2.578, -8.862, -15.919], [1.350, -9.209, -15.230], [2.690, -12.080, -15.033], [3.985, -10.392, -16.634], [4.243, -9.973, -15.003], [2.402, -8.713, -17.039], [3.042, -7.974, -15.469], [0.587, -8.536, -15.148]]
}